The following is a quantum chemistry calculation of 13 unconnected molecules or ions with the total composition C69H128F12N15O24S12 in a non-equilibrium geometry, from OMol25.

Values from the calculation:
charge	+3
HOMO level	-11.86	eV
electronic energy	-11308.05431	Ha
orbital gap	3.441	eV

Last column: Mulliken charge in e.
Element x y z (Å)
C (-0.746949, 2.832017, -0.440312)  -1.014
N (-0.248777, 1.425903, -0.429067)  0.141
C (0.052432, 0.819824, 0.738310)  -0.324
C (0.489506, -0.506622, 0.649707)  -0.904
C (0.661196, -1.269460, -0.597545)  1.299
C (0.291761, -0.540793, -1.741413)  -0.980
C (-0.177490, 0.796937, -1.671665)  -0.566
C (1.204369, -2.620908, -0.578220)  1.352
C (0.899450, -3.541008, -1.606372)  -0.783
C (1.389290, -4.857850, -1.646494)  -0.714
N (2.108427, -5.322452, -0.564276)  0.311
C (2.297105, -4.512333, 0.481582)  -0.362
C (1.786729, -3.224358, 0.605414)  -0.930
C (2.817334, -6.625623, -0.706037)  -1.009
H (-1.826617, 2.722120, -0.542021)  0.432
H (-0.291888, 3.296146, -1.315303)  0.377
H (-0.435288, 3.318588, 0.483926)  0.334
H (0.000177, 1.417512, 1.636320)  0.574
H (0.795193, -0.882671, 1.614872)  0.310
H (0.372884, -0.937881, -2.742477)  0.620
H (-0.399348, 1.370264, -2.559624)  0.669
H (0.230855, -3.235247, -2.397503)  0.454
H (0.987823, -5.616309, -2.302199)  0.609
H (2.970587, -4.845348, 1.257416)  0.570
H (1.966748, -2.740706, 1.554124)  0.359
H (2.092778, -7.343132, -0.320929)  0.436
H (3.713012, -6.664123, -0.086044)  0.307
H (2.976343, -6.924262, -1.742191)  0.386
C (10.425951, -12.824848, 0.306191)  -0.808
N (9.903863, -11.483748, 0.030232)  -0.010
C (9.092474, -10.832625, 0.882170)  -0.198
C (8.563360, -9.557536, 0.669379)  -0.726
C (8.893044, -8.896969, -0.558895)  0.813
C (9.672624, -9.599300, -1.466409)  -0.825
C (10.173954, -10.902860, -1.167537)  -0.252
C (8.510809, -7.514907, -0.895625)  0.908
C (8.485328, -6.598214, 0.070714)  -0.902
C (7.952842, -5.325693, -0.149718)  -0.380
N (7.438350, -5.076876, -1.349063)  0.097
C (7.551822, -5.848885, -2.412376)  -0.288
C (8.014437, -7.149531, -2.176444)  -0.772
C (6.961766, -3.727522, -1.610069)  -1.060
H (10.813318, -12.805328, 1.324848)  0.366
H (11.171598, -13.030907, -0.461683)  0.253
H (9.538165, -13.437127, 0.147920)  0.398
H (8.774454, -11.427537, 1.725579)  0.478
H (7.967921, -9.051196, 1.414672)  0.568
H (9.977638, -9.080598, -2.363239)  0.502
H (10.778631, -11.459922, -1.867859)  0.395
H (8.900193, -6.935140, 1.009205)  0.633
H (7.816067, -4.561143, 0.600717)  0.630
H (7.072663, -5.459414, -3.298440)  0.504
H (7.987548, -7.883775, -2.968005)  0.532
H (6.170527, -3.743091, -2.359598)  0.401
H (7.791830, -3.135842, -1.996092)  0.361
H (6.615739, -3.324724, -0.658169)  0.372
C (1.527643, -7.297520, 6.013179)  -1.389
C (0.923760, -6.070620, 6.727999)  -0.060
C (1.733826, -5.720655, 7.948301)  -0.878
N (1.210378, -4.459068, 8.684558)  -0.067
C (1.155951, -3.194835, 7.769503)  -0.783
C (0.958068, -1.945911, 8.670801)  -0.745
C (1.934083, -1.811689, 9.768213)  -0.624
C (1.920853, -3.069966, 10.732521)  -0.730
C (2.276469, -4.262279, 9.851251)  -0.563
C (-0.222003, -4.802294, 9.253358)  -0.991
H (0.955240, -7.546435, 5.119589)  0.384
H (1.326133, -8.090140, 6.733757)  0.373
H (2.577154, -7.180726, 5.743014)  0.341
H (-0.023673, -6.435111, 7.124995)  0.243
H (0.860882, -5.198321, 6.077424)  0.273
H (2.772419, -5.463864, 7.739791)  0.486
H (1.867294, -6.574256, 8.612880)  0.463
H (2.091155, -3.062939, 7.225374)  0.517
H (0.394093, -3.387454, 7.014137)  0.473
H (0.991331, -1.067449, 8.026371)  0.438
H (-0.074894, -1.927945, 9.018306)  0.337
H (2.909043, -1.649072, 9.308745)  0.307
H (1.698552, -0.880491, 10.283458)  0.368
H (2.733005, -2.992539, 11.455368)  0.397
H (1.023386, -3.193152, 11.338731)  0.298
H (3.240075, -4.169811, 9.350228)  0.461
H (2.302597, -5.223137, 10.365215)  0.491
H (-0.445678, -3.961634, 9.910140)  0.532
H (-0.147495, -5.781733, 9.725843)  0.285
H (-0.978129, -4.757055, 8.469570)  0.360
C (-2.984556, -7.444196, -8.627312)  -1.571
C (-3.977272, -6.356593, -8.320609)  -0.242
C (-4.207931, -6.125087, -6.773810)  -0.576
N (-4.752712, -4.797844, -6.448867)  -0.095
C (-5.240286, -4.948905, -5.019328)  -0.720
C (-5.610674, -3.645214, -4.359353)  -0.729
C (-4.462056, -2.652746, -4.381344)  -0.540
C (-3.942881, -2.439667, -5.841389)  -0.632
C (-3.548769, -3.805293, -6.442893)  -0.653
C (-5.889872, -4.380287, -7.463563)  -0.942
H (-1.955598, -7.090488, -8.562314)  0.338
H (-2.953074, -7.714185, -9.682873)  0.416
H (-3.095354, -8.349778, -8.030854)  0.378
H (-4.890959, -6.703396, -8.803307)  0.353
H (-3.561873, -5.480271, -8.818216)  0.278
H (-3.307842, -6.257505, -6.173492)  0.358
H (-4.974388, -6.853486, -6.509052)  0.512
H (-4.419989, -5.432506, -4.488912)  0.530
H (-6.054542, -5.673300, -5.000834)  0.483
H (-5.932426, -3.956470, -3.365526)  0.446
H (-6.523024, -3.206269, -4.763130)  0.296
H (-3.709704, -2.851151, -3.617991)  0.247
H (-4.860220, -1.678674, -4.097170)  0.356
H (-3.085628, -1.766807, -5.819636)  0.473
H (-4.733971, -2.105939, -6.512875)  0.267
H (-2.732691, -4.276167, -5.894795)  0.464
H (-3.302511, -3.729935, -7.502027)  0.346
H (-5.401334, -4.299250, -8.434574)  0.385
H (-6.416708, -3.488198, -7.124856)  0.416
H (-6.560139, -5.239672, -7.446484)  0.352
C (2.709755, 8.582437, -2.586375)  -1.443
C (4.061384, 7.939081, -2.887104)  -0.152
C (3.764919, 6.397422, -2.787164)  -1.208
N (4.883610, 5.542239, -3.369612)  0.132
C (6.269538, 5.846619, -2.708155)  -0.810
C (6.306457, 5.488145, -1.206500)  -0.588
C (5.998045, 3.923020, -1.184398)  -0.849
C (4.505836, 3.639562, -1.679412)  -0.637
C (4.345537, 4.041358, -3.194040)  -0.819
C (5.069876, 5.739207, -4.918304)  -1.014
H (2.829253, 9.662054, -2.495638)  0.401
H (2.215502, 8.220909, -1.684651)  0.369
H (1.983268, 8.459025, -3.389549)  0.366
H (4.675347, 8.315608, -2.068958)  0.292
H (4.521525, 8.177553, -3.846017)  0.313
H (2.910725, 6.186848, -3.430679)  0.562
H (3.576005, 6.162050, -1.739779)  0.534
H (6.471494, 6.899662, -2.904165)  0.533
H (6.996855, 5.194432, -3.191645)  0.489
H (5.545544, 6.120750, -0.749412)  0.309
H (7.204831, 5.867005, -0.719187)  0.383
H (6.037285, 3.575534, -0.152013)  0.485
H (6.695734, 3.333149, -1.778861)  0.315
H (3.729689, 3.995180, -1.001745)  0.379
H (4.240907, 2.603117, -1.470389)  0.411
H (3.360756, 3.947137, -3.651663)  0.584
H (4.875242, 3.302617, -3.795525)  0.400
H (5.521525, 4.823411, -5.299653)  0.379
H (5.705358, 6.598582, -5.132185)  0.411
H (4.088286, 5.901634, -5.363481)  0.463
C (-7.481473, 9.190023, -9.487362)  -1.365
C (-7.405387, 8.528438, -8.134707)  -0.418
C (-7.195469, 6.975532, -8.094937)  -0.654
N (-7.345037, 6.213942, -6.775150)  0.005
C (-6.527921, 6.899197, -5.664707)  -0.518
C (-6.560487, 6.041701, -4.353944)  -0.844
C (-6.013999, 4.608282, -4.563132)  -0.669
C (-6.758868, 3.954373, -5.729240)  -0.552
C (-6.705045, 4.790926, -7.015807)  -0.849
C (-8.841707, 6.069706, -6.473622)  -0.905
H (-7.520439, 10.255390, -9.260241)  0.370
H (-8.323724, 8.845535, -10.087399)  0.369
H (-6.563335, 8.927878, -10.013090)  0.340
H (-8.285220, 8.802772, -7.552696)  0.367
H (-6.580816, 9.091790, -7.697878)  0.306
H (-6.142504, 6.832383, -8.337588)  0.482
H (-7.931648, 6.557309, -8.781404)  0.357
H (-5.541685, 7.043146, -6.105968)  0.513
H (-7.091778, 7.792329, -5.395502)  0.384
H (-6.055260, 6.650063, -3.603791)  0.455
H (-7.539724, 5.879141, -3.903635)  0.296
H (-4.924385, 4.603436, -4.534683)  0.322
H (-6.189058, 4.129494, -3.599682)  0.411
H (-6.413699, 2.995850, -6.116793)  0.382
H (-7.770812, 3.680803, -5.430522)  0.310
H (-5.739385, 4.792114, -7.521360)  0.524
H (-7.324175, 4.350132, -7.797142)  0.499
H (-9.272024, 5.451812, -7.261740)  0.325
H (-9.281771, 7.049640, -6.658474)  0.371
H (-8.909632, 5.808340, -5.417603)  0.382
C (-5.000382, 8.881883, 12.759697)  -1.465
C (-4.965392, 8.457940, 11.308620)  -0.145
C (-4.473147, 7.000898, 11.356237)  -0.848
N (-4.251367, 6.324082, 9.968120)  0.207
C (-4.110157, 4.781729, 10.062139)  -0.709
C (-3.771891, 4.183604, 8.694403)  -0.633
C (-2.501453, 4.860247, 8.053963)  -0.786
C (-2.592652, 6.356839, 8.004434)  -0.851
C (-3.040930, 7.024129, 9.319875)  -0.611
C (-5.476172, 6.704286, 9.089527)  -1.069
H (-5.801764, 8.359522, 13.282212)  0.361
H (-5.249403, 9.941763, 12.812080)  0.411
H (-4.035989, 8.766134, 13.254315)  0.359
H (-4.202672, 8.999835, 10.749418)  0.319
H (-5.950158, 8.613873, 10.868149)  0.320
H (-5.288718, 6.387626, 11.739449)  0.472
H (-3.707860, 6.631360, 12.038792)  0.462
H (-3.418126, 4.413382, 10.819453)  0.389
H (-5.068595, 4.389014, 10.401639)  0.445
H (-3.695051, 3.099097, 8.616719)  0.446
H (-4.561160, 4.389239, 7.971313)  0.266
H (-1.592305, 4.486379, 8.524891)  0.307
H (-2.375761, 4.445440, 7.053848)  0.459
H (-1.685182, 6.918156, 7.781914)  0.485
H (-3.262327, 6.594392, 7.177868)  0.314
H (-2.155524, 6.987839, 9.954563)  0.440
H (-3.337112, 8.058562, 9.145717)  0.437
H (-5.561520, 6.251715, 8.101602)  0.413
H (-5.448253, 7.789846, 8.995272)  0.435
H (-6.340297, 6.344734, 9.648217)  0.368
N (3.512941, -3.866230, -5.694517)  -0.077
S (2.877080, -4.804498, -6.612882)  0.942
O (3.664345, -5.113630, -7.815579)  -0.624
O (1.402255, -4.961621, -6.582289)  -0.511
F (3.300307, -6.051210, -5.688347)  -0.337
S (2.941388, -2.489089, -6.592797)  0.973
O (1.474234, -2.230722, -6.635721)  -0.503
O (3.685423, -2.193282, -7.812445)  -0.558
F (3.412694, -1.248008, -5.610318)  -0.283
N (5.398987, -3.061441, 4.002003)  -0.115
S (6.497500, -3.322629, 4.944910)  1.046
O (6.209563, -3.200548, 6.378013)  -0.616
O (7.862515, -3.127451, 4.525832)  -0.617
F (6.358246, -4.906310, 4.675464)  -0.352
S (5.648798, -1.419172, 4.189930)  1.044
O (6.866217, -0.862452, 3.579326)  -0.579
O (5.198466, -0.870499, 5.454156)  -0.549
F (4.556754, -0.823783, 3.134790)  -0.246
N (1.850347, 5.613790, 3.388379)  -0.143
S (2.440773, 6.969496, 3.521903)  1.008
O (3.663782, 7.189100, 2.756009)  -0.582
O (2.235628, 7.698468, 4.765848)  -0.587
F (1.363402, 7.720124, 2.640474)  -0.301
S (3.074669, 4.865177, 4.321651)  1.014
O (3.242704, 5.259179, 5.753080)  -0.545
O (4.219176, 4.363949, 3.560662)  -0.518
F (2.178612, 3.459264, 4.593026)  -0.341
N (-6.709201, 3.376541, 1.278656)  -0.268
S (-6.133939, 2.250921, 2.087694)  1.068
O (-6.968265, 1.639504, 3.152737)  -0.598
O (-4.687864, 2.409160, 2.329465)  -0.588
F (-6.168251, 1.177994, 0.863582)  -0.305
S (-6.876789, 4.424616, 2.578925)  1.016
O (-5.796858, 4.570577, 3.587387)  -0.496
O (-8.236631, 4.546409, 3.052115)  -0.581
F (-6.697615, 5.689797, 1.705523)  -0.244
N (-2.082133, -7.948527, -2.391523)  -0.105
S (-1.859899, -9.521183, -2.831262)  1.080
O (-2.863725, -10.063669, -3.710242)  -0.572
O (-1.131574, -10.440244, -1.999718)  -0.556
F (-0.696553, -9.150147, -3.982376)  -0.335
S (-2.746233, -8.187269, -1.059350)  1.058
O (-1.950502, -8.560357, 0.067534)  -0.596
O (-4.097597, -8.700262, -1.035515)  -0.628
F (-3.000152, -6.627476, -0.718316)  -0.329
N (-0.729987, 4.935494, -5.780376)  -0.207
S (-0.723827, 6.202801, -6.524861)  1.093
O (-1.608399, 6.402306, -7.628467)  -0.589
O (0.602650, 6.793738, -6.683304)  -0.633
F (-1.499968, 7.023165, -5.378209)  -0.313
S (-0.575996, 3.941167, -7.112960)  1.053
O (0.504691, 4.240949, -8.076851)  -0.560
O (-1.785628, 3.338311, -7.630673)  -0.597
F (0.044048, 2.723760, -6.288188)  -0.236

Cartesian forces (eV/Å) of the 3 atoms listed first:
0.2 -0.6 -0.1
-0.2 -0.2 -1.8
0.4 -1.3 -2.2

---

The following is a quantum chemistry calculation of C6H10N2O in the gas phase in a non-equilibrium geometry, from OMol25.

Values from the calculation:
HOMO level	-8.46	eV
ΔE to the lowest compared entry with this formula, charge and spin	109.5	kcal per mole
electronic energy	-419.21198	Ha
orbital gap	8.225	eV

Last column: Mulliken charge in e.
Element x y z (Å)
C (-0.730947, 1.521815, -0.036934)  -1.516
C (-2.118545, -1.602886, 0.227304)  -1.327
C (-0.072046, 0.326164, 0.650285)  1.184
C (1.623649, 0.355482, 0.100679)  0.120
C (-0.765013, -1.172408, -0.154379)  0.597
N (2.004717, 0.842879, -1.132024)  -0.416
C (0.319992, -1.413892, -0.710654)  -0.496
N (2.480671, 0.087753, 0.990599)  -0.832
O (-0.129035, 0.170949, 1.872609)  -0.687
H (2.948208, 1.203182, -1.174768)  0.288
H (1.331779, 1.343025, -1.685664)  0.192
H (2.016880, -0.252511, 1.835144)  0.308
H (1.174051, -1.751269, -1.247592)  0.483
H (-0.206300, 2.433156, 0.247222)  0.343
H (-0.733309, 1.416276, -1.119899)  0.372
H (-1.758881, 1.586879, 0.320988)  0.406
H (-2.869081, -0.995333, -0.282512)  0.294
H (-2.286028, -2.654308, -0.002342)  0.347
H (-2.230761, -1.444952, 1.301938)  0.339

Cartesian forces (eV/Å) of the 3 atoms listed first:
-0.8 -0.7 -0.2
-0.2 0.5 0.3
3.3 1.9 0.2

---

Among the records above, which one has the lowest HOMO level?
C69H128F12N15O24S12

---

What is the electronic energy in the second record?
-419.21198 Ha

---

Which of these has the lowest electronic energy?
C69H128F12N15O24S12

---

Among the records above, which one has the highest orbital gap?
C6H10N2O